Record 1
{"formula": "C16H44BFN12O27PS", "method": "ωB97M-V/def2-TZVPD", "total_energy_ha": -4187.9141, "homo_ha": -0.1757, "charge": -1, "e_lumo_ev": 0.952, "spin_multiplicity": 1, "elements": ["S", "P", "F", "O", "O", "O", "O", "O", "O", "O", "O", "O", "O", "O", "O", "O", "O", "O", "O", "O", "O", "O", "O", "O", "O", "O", "O", "O", "O", "O", "N", "N", "N", "N", "N", "N", "N", "N", "N", "N", "N", "N", "C", "C", "C", "C", "C", "C", "C", "C", "C", "C", "C", "C", "C", "C", "C", "C", "B", "H", "H", "H", "H", "H", "H", "H", "H", "H", "H", "H", "H", "H", "H", "H", "H", "H", "H", "H", "H", "H", "H", "H", "H", "H", "H", "H", "H", "H", "H", "H", "H", "H", "H", "H", "H", "H", "H", "H", "H", "H", "H", "H", "H"], "xyz": [[-5.55554, -1.75103, -2.73285], [-5.75702, 0.05238, -3.51676], [-4.74032, 1.48154, -1.49364], [-3.01980, 0.95479, -3.13675], [0.16323, -0.05614, -2.70442], [-1.74800, 1.94717, 2.07430], [-2.24001, 3.12227, -7.77049], [-6.13583, 0.31130, 6.92278], [5.86990, -6.27686, 2.10369], [-2.53611, 3.84454, -0.29873], [-2.70970, 5.94585, 0.19038], [-5.36666, 7.04986, 2.31454], [8.56399, -5.23214, 4.45436], [2.46936, -1.73062, 1.70027], [-3.65766, 1.17341, 2.69218], [9.18884, -10.14006, 0.49781], [10.66944, -3.95422, -0.41266], [-7.18348, 8.15461, 1.94649], [3.38463, -5.17693, 5.10452], [10.49836, -1.91860, 0.27797], [-6.82114, 4.68611, -8.39902], [8.03823, -10.63328, 2.25236], [-4.50960, 2.65926, -3.51826], [0.56727, -0.78836, 2.05704], [-5.86804, 5.43144, -10.18471], [5.84504, -4.61835, 0.73458], [-3.08307, 1.56467, -6.53532], [1.32971, -5.23486, 5.75412], [-6.43273, 2.40133, 6.48347], [9.67293, -7.07032, 4.24881], [8.55242, -9.84052, 1.48846], [-6.04983, 7.82060, 1.67379], [-3.17393, 2.52277, -7.26659], [9.23380, -6.13853, 4.89572], [5.34975, -5.29658, 1.61371], [-2.91787, 4.76205, 0.39165], [2.40627, -4.69532, 5.64855], [-2.72005, 1.23580, 1.91714], [10.02832, -2.98929, -0.05296], [-6.39058, 5.57822, -9.09932], [1.54119, -1.01445, 1.37095], [-5.86256, 1.34033, 6.33655], [-3.28135, 3.20803, -3.13495], [2.53622, -3.33026, 6.22909], [-2.31105, 2.12566, -3.62551], [-0.98049, 1.99124, -2.91334], [-6.51342, 6.96375, -8.56868], [-0.32237, 0.75114, -3.41684], [-4.55172, 3.00661, -7.54961], [9.55426, -6.12408, 6.34903], [-4.73932, 1.30775, 5.35770], [8.54701, -3.14031, -0.01581], [-3.70567, 4.35678, 1.57967], [-2.78560, 0.39225, 0.68954], [8.38517, -8.39559, 1.80389], [-5.42639, 8.39362, 0.44858], [4.01391, -4.90192, 2.13725], [1.59521, -0.36327, 0.03362], [-4.38928, 1.32368, -2.89625], [-3.17270, 4.21532, -3.52224], [4.12082, -4.69864, 3.19722], [-6.08865, 7.64838, -9.29273], [8.21792, -3.38269, -1.02113], [-3.10163, 3.19739, -2.06860], [-5.97119, 7.00106, -7.62863], [-3.07596, 3.69837, 2.16898], [1.81009, -2.69513, 5.73029], [-4.33106, 0.30554, 5.33329], [-4.58304, 3.82878, 1.21389], [-4.48526, 3.86249, -8.20562], [-0.33800, 0.59430, -4.50623], [-1.88849, 0.56379, 0.10876], [-2.28486, 1.93705, -4.69459], [10.63546, -6.09882, 6.44322], [-1.19437, 1.81689, -1.86935], [-6.99894, 0.63426, -3.16283], [-4.53522, 8.93036, 0.75802], [-6.14162, 9.05746, -0.02197], [-7.56982, 7.16061, -8.41491], [-0.33994, 2.86452, -3.01356], [3.33756, -5.73404, 1.96770], [9.10203, -5.24508, 6.79178], [-5.00475, 3.27006, -6.59703], [-3.99193, 5.23522, 2.14434], [-3.99707, 2.02502, 5.69350], [1.56189, 0.71023, 0.19372], [-5.13736, 1.58722, 4.39211], [8.11322, -2.20701, 0.32153], [-5.09239, 2.19437, -8.02406], [-5.69221, 0.00613, -4.93222], [3.68104, -4.01673, 1.60705], [2.51483, -0.65634, -0.45725], [0.73106, -0.69468, -0.53435], [3.54602, -2.97727, 6.05807], [-5.16879, 7.56492, -0.20451], [8.89372, -7.81548, 1.04296], [9.14816, -7.03378, 6.78055], [8.31488, -3.94794, 0.67040], [8.82045, -8.21338, 2.78504], [-2.85284, -0.64289, 1.01034], [7.32176, -8.18127, 1.80709], [-3.67284, 0.68944, 0.13042], [2.32181, -3.40694, 7.29049]], "atomic_forces_ev_per_a": [[-0.174, -0.302, 0.007], [0.689, -0.320, 0.260], [0.286, -0.336, 0.014], [-0.117, -0.455, 0.193], [1.225, -1.784, 1.366], [-0.051, -0.030, 0.165], [-0.035, -0.076, 0.078], [-0.033, 0.089, 0.007], [-0.001, -0.021, -0.002], [0.476, 0.350, 0.098], [0.005, -0.122, -0.114], [-0.133, 0.054, 0.132], [0.035, -0.030, -0.039], [0.056, -0.090, 0.072], [0.107, 0.089, -0.019], [-0.036, -0.049, 0.057], [0.022, 0.028, 0.009], [0.073, -0.038, 0.036], [-0.148, -0.004, 0.240], [0.031, -0.069, -0.017], [-0.079, 0.049, -0.053], [0.025, -0.015, -0.028], [-0.831, -0.073, 0.334], [0.087, -0.066, -0.009], [-0.008, -0.042, 0.061], [0.025, -0.010, 0.027], [0.087, -0.221, -0.314], [0.028, -0.041, 0.004], [-0.026, -0.009, 0.036], [0.114, 0.218, 0.271], [0.034, 0.104, -0.030], [0.016, 0.056, -0.137], [-0.151, 0.145, -0.011], [-0.030, 0.018, -0.002], [-0.075, 0.067, -0.005], [-0.179, -0.232, 0.298], [0.046, 0.047, -0.012], [0.224, -0.325, -0.430], [-0.080, 0.080, 0.017], [-0.029, 0.073, -0.037], [-0.087, 0.127, -0.032], [0.117, -0.111, 0.001], [1.018, -0.348, -1.021], [0.145, 0.118, -0.030], [-0.714, -1.062, 0.939], [-0.263, 0.321, -0.428], [0.061, 0.155, -0.081], [-0.735, 1.394, -1.016], [0.026, 0.161, -0.015], [-0.054, 0.105, 0.124], [-0.016, -0.131, 0.125], [-0.062, 0.116, 0.082], [-0.270, 0.295, 0.352], [0.000, 0.041, -0.033], [0.062, 0.025, -0.045], [-0.112, 0.106, -0.145], [-0.086, 0.290, -0.230], [0.069, -0.093, -0.072], [-0.369, 1.079, -0.039], [0.195, 0.198, -0.235], [0.054, -0.172, -0.075], [0.020, -0.056, -0.046], [0.020, -0.129, 0.019], [-0.528, 0.324, 0.163], [-0.081, -0.055, 0.051], [-0.017, -0.017, -0.061], [-0.070, -0.040, 0.040], [-0.056, -0.026, 0.012], [0.070, -0.099, -0.029], [0.127, -0.025, -0.070], [-0.004, 0.027, -0.282], [0.029, 0.068, 0.030], [0.452, 0.830, -0.137], [0.006, -0.104, -0.026], [0.036, 0.201, 0.409], [0.017, 0.016, -0.503], [0.072, -0.119, 0.006], [-0.058, -0.013, 0.059], [0.000, -0.062, 0.097], [0.227, 0.141, -0.203], [0.063, -0.081, 0.126], [-0.030, 0.023, -0.067], [0.005, -0.151, 0.056], [0.042, 0.062, -0.121], [-0.054, 0.092, -0.070], [-0.154, -0.005, 0.020], [-0.025, 0.110, -0.005], [0.066, 0.032, 0.007], [-0.038, -0.032, 0.081], [-0.454, 0.210, 0.102], [0.075, -0.004, -0.065], [0.020, -0.060, 0.053], [-0.036, 0.128, 0.008], [0.014, -0.058, -0.039], [0.129, -0.022, 0.079], [0.022, -0.061, -0.037], [0.079, -0.057, -0.044], [0.001, -0.089, -0.095], [-0.209, -0.141, -0.252], [-0.108, 0.006, 0.048], [-0.009, -0.027, 0.084], [-0.003, -0.043, -0.023], [-0.109, -0.012, -0.019]]}

---

Record 2
{"formula": "C2H11N2O2", "method": "ωB97M-V/def2-TZVPD", "total_energy_ha": -342.5467, "homo_ha": -0.4456, "charge": 1, "e_lumo_ev": -3.145, "spin_multiplicity": 1, "de_lowest_kcal_mol": 26.2, "elements": ["O", "O", "N", "N", "C", "C", "H", "H", "H", "H", "H", "H", "H", "H", "H", "H", "H"], "xyz": [[-0.04868, -2.40497, -1.57080], [0.14780, 0.04351, 3.65994], [-0.08989, 1.98175, -1.96871], [0.03740, -0.46066, 0.79347], [-0.05516, 0.67059, -1.29782], [-0.01105, 0.64061, 0.04733], [0.93310, 0.18544, 4.19888], [0.76160, 2.21777, -2.49043], [-0.84935, 2.05322, -2.64609], [-0.55363, -0.15301, 4.29866], [0.66090, -3.02756, -1.76368], [-0.21516, 2.73630, -1.29120], [0.04544, -1.36496, 0.34890], [-0.05075, 1.58127, 0.58738], [0.09555, -0.41168, 1.80168], [-0.85381, -2.90856, -1.73257], [-0.00538, -0.17669, -1.96381]], "atomic_forces_ev_per_a": [[0.002, -0.134, 0.033], [-0.205, -0.031, 0.290], [0.149, 0.367, -0.150], [0.045, -0.210, 0.205], [0.170, 0.018, -0.138], [-0.164, 0.004, -0.311], [0.040, -0.008, -0.042], [0.058, -0.222, 0.110], [-0.194, -0.024, 0.052], [0.167, 0.052, -0.236], [0.065, 0.019, 0.001], [-0.100, -0.039, 0.020], [0.026, -0.011, -0.129], [0.071, -0.002, 0.183], [-0.037, 0.141, 0.035], [-0.064, 0.015, 0.007], [-0.030, 0.066, 0.071]]}

---

Record 3
{"formula": "C4H28BO22", "method": "ωB97M-V/def2-TZVPD", "total_energy_ha": -1849.7314, "homo_ha": -0.3190, "charge": -1, "e_lumo_ev": 1.954, "spin_multiplicity": 1, "de_lowest_kcal_mol": 9.6, "elements": ["O", "O", "O", "O", "O", "O", "O", "O", "O", "O", "O", "O", "O", "O", "O", "O", "O", "O", "O", "O", "O", "O", "C", "C", "C", "C", "B", "H", "H", "H", "H", "H", "H", "H", "H", "H", "H", "H", "H", "H", "H", "H", "H", "H", "H", "H", "H", "H", "H", "H", "H", "H", "H", "H", "H"], "xyz": [[-1.49914, 5.01704, 2.88251], [-3.16817, 0.22950, -1.89189], [4.42544, 0.17860, -2.28853], [0.89439, -3.74489, 1.39869], [5.67827, 2.54976, -3.33798], [-2.86590, -1.02422, 4.55626], [-0.63494, 1.30036, 3.73295], [3.36692, -2.63030, -4.84304], [1.17501, 1.43789, 0.86383], [-6.80518, 1.94503, 1.19676], [1.89600, 0.18615, -5.10457], [0.96280, 3.32965, 2.05861], [-0.47253, -4.98192, -1.65843], [2.54156, -1.90907, -1.36756], [-0.39197, -1.96552, -1.57003], [-4.44800, 0.97313, 2.61094], [-1.86532, -4.75145, 0.96771], [0.46302, -0.19894, 2.44327], [2.59252, 2.01800, -2.54942], [-0.20854, -0.50352, 0.16961], [-2.98306, 2.93618, 3.97656], [2.09360, -0.77302, 0.60256], [0.22188, -1.39655, -0.71917], [0.83013, 2.14818, 1.92488], [1.78344, -1.39526, -0.52655], [0.19445, 1.02003, 2.88620], [0.89119, -0.02241, 1.07857], [-1.41861, 5.10791, 1.90010], [0.21269, -4.36355, 1.65623], [-3.31588, -0.62616, 3.81803], [5.36861, 0.28668, -2.03386], [-1.98485, -0.66901, 4.47187], [2.12813, 0.31394, -4.13699], [-1.58133, -4.97743, 0.07808], [-2.70458, 3.84921, 3.68523], [2.62745, 0.52162, -5.62911], [3.83186, -2.54586, -3.95070], [-2.09039, 2.48010, 4.01217], [3.37270, 1.54829, -2.32095], [1.30540, -3.35520, 2.18579], [-0.72117, 4.45383, 3.09744], [-0.81979, -4.20448, -2.09030], [2.70072, -1.90165, -4.73527], [4.11158, -0.66738, -1.88564], [-2.55508, 0.64963, -2.52188], [-2.61279, -0.48675, -1.49062], [-4.04316, 1.72701, 3.18319], [-2.20015, -3.81306, 0.86718], [-6.36007, 1.82639, 0.33182], [5.22331, 1.73820, -3.57411], [-4.11484, 1.22775, 1.71934], [-6.14609, 1.60310, 1.83768], [4.90867, 3.06154, -2.94577], [0.28123, -4.60629, -1.17778], [1.92852, 1.84923, -1.84389]], "atomic_forces_ev_per_a": [[0.893, -0.271, -1.077], [1.105, -0.634, 0.169], [1.151, -0.942, 0.531], [0.845, 0.655, -0.270], [-1.497, 1.009, 0.826], [0.042, -0.431, 0.416], [1.418, -0.649, -0.468], [0.190, 1.293, 2.237], [-0.140, -0.293, 0.026], [0.719, -0.226, -0.535], [0.044, -0.313, 1.574], [-0.477, -0.299, 0.476], [0.295, -0.174, 0.549], [-1.236, 1.569, 2.293], [-0.350, -0.038, 0.214], [1.092, 1.741, 0.051], [-0.666, 1.709, 0.271], [0.421, 0.954, 0.347], [-2.370, 1.040, -0.031], [-0.208, -0.243, -0.105], [1.765, 0.381, -0.145], [-0.359, -0.179, -0.563], [1.371, 1.324, 0.751], [0.207, -1.722, -0.146], [0.944, -1.803, -1.751], [-1.809, 1.689, 0.708], [0.244, -0.344, -1.841], [-0.194, -0.092, 1.241], [-0.564, -0.106, 0.332], [-0.638, 0.354, -0.565], [-0.931, -0.182, -0.101], [0.539, 0.201, 0.083], [-0.184, 0.283, -1.725], [0.208, -0.160, -0.558], [-0.579, -1.037, 0.127], [0.151, 0.087, 0.272], [-0.813, -0.439, -1.780], [-1.460, 0.420, 0.046], [1.042, -1.129, 0.711], [-0.409, -0.375, -0.247], [-0.443, 0.495, -0.219], [-0.230, 0.438, -0.370], [0.569, -0.805, -0.541], [0.081, 0.652, -0.243], [-0.387, -0.246, 0.355], [-0.655, 0.853, -0.491], [-0.657, -1.253, -0.891], [0.593, -1.621, 0.282], [-0.471, 0.095, 0.739], [0.060, -0.307, -0.309], [-0.205, -0.468, 0.837], [-0.332, 0.111, -0.190], [1.418, -0.621, -0.651], [-0.017, -0.198, -0.072], [0.874, 0.248, -0.578]]}

---

Record 4
{"formula": "C8H11NO2S3", "method": "ωB97M-V/def2-TZVPD", "total_energy_ha": -1711.0681, "homo_ha": [-0.2666, -0.2666], "smiles": "C=[S@](N)(=O)O.S=C(S)c1ccccc1", "charge": 0, "e_lumo_ev": [-0.195, -0.195], "spin_multiplicity": 1, "de_lowest_kcal_mol": 58.6, "elements": ["S", "S", "S", "O", "O", "N", "C", "C", "C", "C", "C", "C", "C", "C", "H", "H", "H", "H", "H", "H", "H", "H", "H", "H", "H"], "xyz": [[-3.36783, -0.04560, 0.03076], [-0.69009, -0.76154, -1.47986], [0.06602, -2.41260, 0.71042], [-3.04806, -1.35328, 0.52628], [-3.73290, -0.11006, -1.59849], [-4.77933, 0.40367, 0.72143], [4.28949, 0.31590, -0.14766], [0.47790, -1.16316, -0.40303], [2.53498, -0.86133, 0.78756], [1.88354, -0.82321, -0.40982], [2.46909, -0.30440, -1.53998], [3.73183, 0.35816, -1.39922], [-2.02580, 1.03353, 0.19306], [3.82699, -0.32230, 0.94204], [-1.95266, 1.06783, 1.25431], [4.33975, -0.48626, 1.95428], [-2.92891, -0.30396, -2.13100], [-5.31552, 1.17876, 0.32192], [-2.02725, 1.88867, -0.40276], [-1.30538, -2.40063, 0.57976], [-5.26066, -0.49960, 1.12927], [2.11358, -1.47484, 1.59460], [1.86728, -0.30423, -2.38281], [4.28182, 0.72285, -2.25976], [5.15579, 0.93461, 0.07432]], "atomic_forces_ev_per_a": [[3.029, 2.142, -2.239], [1.659, 0.455, -0.460], [-0.846, -0.771, 1.179], [-1.212, -0.040, 0.579], [-0.096, 0.316, 1.672], [-1.009, -2.953, 0.844], [2.907, 2.235, 0.134], [-1.862, -1.709, -1.573], [1.856, -1.156, 1.929], [-0.706, 0.902, -0.066], [2.518, 1.631, 1.215], [-2.204, -1.922, -0.757], [-2.872, -2.828, 0.100], [-2.316, -2.002, 2.165], [0.574, 0.468, 0.837], [-0.563, 0.753, -1.867], [-0.221, 0.016, 0.740], [0.262, -0.631, 0.214], [-0.225, 1.309, -0.772], [1.007, 0.167, -0.116], [0.682, 2.686, -1.310], [0.053, 0.747, -0.158], [-0.624, 0.068, -1.872], [-0.237, 0.342, 0.210], [0.447, -0.223, -0.629]]}